Below is a cluster of 2 separate species, C3H12N2O2 in total in a non-equilibrium geometry, with properties calculated with ωB97M-V/def2-TZVPD.

- Structure (SMILES): NCCNCO.O
- Energy relative to the best compared isomer or geometry (same formula, charge and spin): 324.24 kJ/mol
- Maximum force: 6.997 eV Å⁻¹
- Lowest unoccupied orbital energy: 0.0216 Ha

ORCA input file:
```
! RIJCOSX wB97M-V def2-TZVPD def2/J DEFGRID3
* xyz 0 1
O 1.77 -1.26 -1.05
O 0.15 2.40 -0.56
N -0.58 1.03 2.30
N -0.43 -0.19 -0.82
C -0.86 -0.85 0.46
C 0.43 -0.96 -1.76
C -0.17 -0.13 1.71
H 2.65 -1.07 -1.49
H 1.00 -0.20 1.35
H 1.03 2.64 -0.78
H 0.90 -0.28 -2.55
H 0.00 1.41 -0.68
H -1.23 0.10 -1.35
H -0.30 1.93 1.92
H -0.48 -1.85 0.56
H -1.61 0.98 2.12
H -0.16 -1.66 -2.36
H -0.19 -0.96 2.38
H -1.94 -1.07 0.59
*
```

Below is a structure of composition C10H15F12MgN5P2 in a non-equilibrium geometry, with properties calculated with ωB97M-V/def2-TZVPD.

- Energy relative to the best compared isomer or geometry (same formula, charge and spin): 31.21 kJ/mol
- Maximum force: 3.716 eV Å⁻¹
- Lowest unoccupied orbital energy: -0.0556 Ha

ORCA input file:
```
! RIJCOSX wB97M-V def2-TZVPD def2/J DEFGRID3
* xyz 0 1
P -1.51 2.64 3.09
P 0.61 -1.67 -0.20
Mg -1.45 -0.67 2.50
F -2.96 2.03 2.71
F -2.12 4.08 3.37
F 1.69 -2.20 0.90
F -0.88 1.11 2.73
F -1.31 3.01 1.51
F 1.58 -0.45 -0.58
F -0.49 -1.04 -1.20
F 0.01 3.14 3.33
F -1.71 2.21 4.60
F 1.24 -2.57 -1.35
F -0.37 -2.86 0.23
F -0.07 -0.76 1.05
N 2.61 5.14 1.43
N 0.12 -1.42 3.70
N -3.09 -3.46 -4.64
N -2.80 -0.35 0.98
N 3.72 1.41 -4.30
C 1.14 -1.87 3.96
C 2.38 4.02 1.41
C 1.35 0.32 -4.15
C 2.06 2.61 1.40
C 2.43 -2.43 4.29
C -0.89 -2.19 -4.07
C -3.51 0.14 -1.45
C 2.68 0.92 -4.24
C -2.12 -2.89 -4.40
C -3.12 -0.13 -0.09
H -4.09 1.05 -1.53
H 1.12 2.53 0.86
H 1.31 -0.48 -4.88
H -0.35 -2.05 -5.00
H 2.84 1.99 0.95
H -4.05 -0.70 -1.88
H 1.17 -0.09 -3.15
H 0.58 1.07 -4.27
H -1.06 -1.20 -3.63
H -0.27 -2.75 -3.37
H -2.67 0.20 -2.14
H 1.90 2.24 2.41
H 2.47 -3.51 4.16
H 3.19 -2.00 3.64
H 2.65 -2.14 5.32
*
```

Q: Which gap between HOMO and LUMO values were calculated for the entries above? A: 9.3, 9.5, in eV.